{"formula": "C2H4ClFO2", "method": "ωB97M-V/def2-TZVPD", "species": ["C", "C", "O", "O", "F", "Cl", "H", "H", "H", "H"], "positions_angstrom": [[-0.82446, -1.12671, -0.40701], [0.57270, 1.26456, 0.41634], [-1.55740, -1.40307, 0.67611], [1.27727, 1.66542, -0.74740], [0.36710, -1.73669, -0.53201], [1.50644, 0.65271, 1.73154], [-1.33674, -1.11782, -1.48151], [-0.19788, 2.08568, 0.68498], [-1.43191, -2.25197, 1.14947], [1.76666, 0.91736, -0.99588]], "forces_ev_per_a": [[-0.7, 0.6, -2.3], [-1.0, 2.2, -1.5], [-0.2, -0.3, 0.2], [-2.1, 0.7, 2.4], [0.1, -0.4, 0.5], [0.0, 0.0, -0.1], [0.7, 0.1, 2.5], [1.4, -1.7, -0.3], [0.4, 0.4, -0.7], [1.4, -1.6, -0.8]], "nbo_charge": [0.4812, 0.0271, -0.7205, -0.6869, -0.3612, -0.0259, 0.1266, 0.1844, 0.4995, 0.4759], "largest_force_ha_per_bohr": 0.0636, "energy_ev": -21469.5699, "total_charge": 0, "homo_energy_ha": [-0.2961, -0.2988]}

***

{"formula": "C2H4ClFS", "method": "ωB97M-V/def2-TZVPD", "species": ["F", "C", "Cl", "C", "S", "H", "H", "H", "H"], "positions_angstrom": [[-1.02089, -1.48943, -0.25061], [-0.10480, -0.83998, 0.52696], [1.30843, -1.88032, 0.99074], [0.39665, 0.36100, -0.22326], [-1.14360, 1.06944, -0.73267], [-0.59069, -0.49849, 1.46646], [0.98073, -0.06744, -1.12309], [1.08044, 1.03569, 0.34253], [-0.90626, 2.30952, -0.99706]], "forces_ev_per_a": [[0.6, -0.5, 0.4], [0.5, 0.5, 1.5], [-0.8, 0.1, -0.3], [2.0, -0.5, -1.7], [-1.8, -0.4, -0.3], [0.2, -0.7, -0.5], [-0.8, 0.9, 1.3], [-0.8, -0.7, -0.2], [0.9, 1.4, -0.1]], "nbo_charge": [-0.3315, 0.2067, -0.0690, -0.6021, 0.0024, 0.1917, 0.2306, 0.2538, 0.1175], "largest_force_ha_per_bohr": 0.0518, "smiles": "F[C@@H](Cl)CS", "energy_ev": -28213.5205, "total_charge": 0, "homo_energy_ha": -0.3475}

***

{"formula": "C2H4ClFS", "method": "ωB97M-V/def2-TZVPD", "species": ["F", "C", "Cl", "C", "S", "H", "H", "H", "H"], "positions_angstrom": [[2.00453, 0.00408, 0.06833], [0.81298, 0.59085, 0.23361], [0.50555, 1.88983, -0.93981], [-0.12770, -0.49193, 0.03405], [-1.71869, 0.07249, -0.07356], [0.90675, 1.10119, 1.09635], [0.11597, -1.28831, 0.76202], [0.02511, -0.92743, -0.89971], [-2.52449, -0.95076, -0.28128]], "forces_ev_per_a": [[2.0, -0.2, -0.6], [0.4, -0.1, -2.6], [0.5, 0.4, -0.5], [0.2, -2.8, 1.2], [-3.6, 2.6, 0.7], [-0.6, 1.4, 3.3], [-0.4, 0.5, 0.1], [1.2, -0.7, -1.6], [0.3, -1.0, 0.0]], "nbo_charge": [-0.3311, 0.2245, -0.0613, -0.6303, 0.0085, 0.1818, 0.2381, 0.2381, 0.1316], "largest_force_ha_per_bohr": 0.0874, "smiles": "F[C@@H](Cl)CS", "energy_ev": -28213.0299, "total_charge": 0, "homo_energy_ha": -0.3387}